Computed, not measured: a structure of composition C14H19Br24N2S at a distorted geometry, with ωB97M-V with the def2-TZVPD basis set.

Summary:
* net charge: +1
* molecular weight: 2165.08 g mol⁻¹
* gap between HOMO and LUMO: 9.1 eV
* spin multiplicity: 1
* energy: -1709652.0299 eV

CARTESIAN COORDINATES (ANGSTROEM)
C: -2.58610 -1.61535 -0.31842
C: -2.95854 -0.15524 -0.72353
S: -1.56752 1.02576 -0.78202
C: -0.19440 0.32148 0.15243
C: -0.45936 0.11443 1.62576
N: 0.41492 -0.45306 2.43532
C: -0.16589 -0.52825 3.69984
C: -1.37663 0.01990 3.60456
N: -1.54525 0.44404 2.28702
H: -2.72786 -1.72242 0.76557
H: -3.29135 -2.31450 -0.81648
H: -1.58169 -1.93847 -0.60750
H: -3.71639 0.20219 -0.01367
H: -3.42025 -0.18098 -1.71558
H: 0.01455 -0.68204 -0.25272
H: 0.72230 0.89792 -0.02358
H: 1.33280 -0.79753 2.18835
H: 0.27395 -0.96241 4.58580
H: -2.12893 0.15504 4.36782
H: -2.39815 0.93276 1.95229
C: 4.26620 2.16243 -1.80137
Br: 4.92286 2.11628 -3.60847
Br: 2.46072 2.84410 -1.70927
Br: 4.41701 0.43970 -0.93774
H: 4.89391 2.84997 -1.25002
C: 0.59205 -4.64026 -0.92840
Br: 0.54274 -3.36155 0.52507
Br: 1.27982 -3.84512 -2.54198
Br: 1.55100 -6.23172 -0.43833
H: -0.43159 -4.92988 -1.12686
C: -0.39116 6.01868 -2.53467
Br: -1.00398 7.59051 -1.60149
Br: -0.53484 4.41408 -1.45957
Br: -1.27711 5.80660 -4.22953
H: 0.66077 6.16717 -2.73997
C: -3.78470 4.62963 1.72977
Br: -3.74427 5.74721 3.29268
Br: -3.05135 5.52743 0.19469
Br: -2.91166 2.92158 2.07237
H: -4.82394 4.41526 1.51749
C: 0.89881 3.47253 5.73139
Br: 0.24861 1.83443 4.90933
Br: -0.54648 4.69015 6.09857
Br: 1.95408 3.10843 7.30027
H: 1.54899 3.95462 5.01284
C: -6.57203 -2.44521 -2.81096
Br: -7.09935 -4.23179 -2.32903
Br: -6.84868 -1.19746 -1.36481
Br: -4.75562 -2.38695 -3.45722
H: -7.20959 -2.13337 -3.62744
C: 2.06268 -9.90284 2.15783
Br: 1.50716 -11.73233 1.93768
Br: 3.20011 -9.32503 0.70850
Br: 0.55679 -8.72340 2.40345
H: 2.65365 -9.85524 3.06240
C: 8.45522 2.36919 -6.20691
Br: 9.75992 0.95364 -6.20407
Br: 6.67528 1.69528 -6.53361
Br: 8.53785 3.42230 -4.59457
H: 8.69991 3.02769 -7.02934



Computed, not measured: a structure of composition C17H33BCaCl2F3NaO5S at a distorted geometry, with ωB97M-V with the def2-TZVPD basis set.

Summary:
* molecular weight: 551.29 g mol⁻¹
* gap between HOMO and LUMO: 1.4 eV
* spin multiplicity: 1
* energy: -95948.8226 eV

CARTESIAN COORDINATES (ANGSTROEM)
C: 0.36311 -1.74196 1.89606
C: 0.51482 -0.43639 1.90634
C: 0.85228 1.13548 1.89221
C: 1.91537 1.49242 0.73484
C: 1.42281 1.18378 -0.77272
B: -0.16210 1.52585 -1.06953
C: -0.55296 0.66556 -2.44875
C: -2.14877 0.46772 -2.63215
C: -2.70087 -1.00241 -2.26546
C: -2.20456 -1.59004 -0.84573
S: -3.45736 -1.42804 0.53693
O: -4.90364 -1.57363 0.04623
O: -3.20889 -2.63713 1.44828
Cl: -3.19623 0.28584 1.69626
C: -0.37204 3.14231 -1.25736
C: -1.52995 3.80266 -0.34640
O: -2.68106 2.95359 -0.11858
C: -3.93148 3.61555 -0.42413
C: -5.19868 2.58664 -0.34546
F: -6.35780 3.14150 -1.02582
F: -5.47942 2.41185 1.10087
F: -4.88613 1.25921 -0.85023
H: 0.16290 -2.83305 1.56301
H: 1.38016 1.35590 2.90632
H: -0.10168 1.80533 1.88211
H: 2.28550 2.57462 0.85708
H: 2.84265 0.80792 0.92356
H: 2.03964 1.88781 -1.48277
H: 1.72329 0.10565 -1.06349
H: -0.90549 1.09038 -0.23286
H: -0.07935 -0.40187 -2.42918
H: -0.15744 1.28589 -3.35847
H: -2.36727 0.61998 -3.77055
H: -2.76235 1.29790 -2.10098
H: -2.43662 -1.75799 -3.09429
H: -3.85818 -0.91674 -2.21613
H: -2.06679 -2.73866 -0.99734
H: -1.19021 -1.19643 -0.47700
H: -0.54704 3.39830 -2.39707
H: 0.64282 3.64470 -0.91438
H: -1.09851 4.11191 0.67390
H: -1.91329 4.78647 -0.85351
H: -3.95944 4.12565 -1.46837
H: -4.12526 4.37787 0.43826
C: 6.45092 -3.62926 2.34621
C: 5.28410 -2.67360 2.16840
O: 5.06718 -2.29007 0.81485
C: 4.74863 -3.33454 -0.09555
C: 3.46614 -4.07015 0.25020
H: 7.35623 -3.22510 1.88491
H: 6.64289 -3.80333 3.40833
H: 6.25115 -4.59852 1.88109
H: 5.49821 -1.75307 2.71831
H: 4.36590 -3.08508 2.59894
H: 5.58983 -4.02969 -0.18573
H: 4.62979 -2.86309 -1.07558
H: 3.56353 -4.62723 1.18482
H: 3.20947 -4.78128 -0.53842
H: 2.63947 -3.36474 0.37473
Ca: 0.83910 4.98898 -2.37758
O: 1.81038 -2.11572 4.85939
H: 1.57593 -1.89923 3.96498
Na: -7.46943 1.35840 -0.29951
Cl: -7.12393 3.10437 -3.12633



Computed, not measured: a structure of composition C4H4O2Rh at a distorted geometry, with ωB97M-V with the def2-TZVPD basis set.

Summary:
* ⟨S²⟩: 6.025
* net charge: +1
* ΔE to the lowest compared entry with this formula, charge and spin: 129.3 kcal/mol
* molecular weight: 186.98 g mol⁻¹
* gap between HOMO and LUMO (spin up / spin down): 7.5 / 6.3 eV
* spin multiplicity: 5
* energy: -11295.1774 eV

CARTESIAN COORDINATES (ANGSTROEM)
O: 2.02290 -0.80481 -0.47191
C: 0.63313 -0.68351 -0.69607
H: 0.89557 0.25632 0.04105
C: -0.64416 -0.23104 -1.09939
C: -1.42146 -0.09782 0.18515
C: -0.12895 0.60659 0.48165
O: 0.84901 1.02120 1.47433
H: -0.82986 0.25167 -2.06213
H: -1.66479 -1.00408 0.76179
H: -2.30566 0.55743 0.17274
Rh: 2.59427 0.12805 1.21279



Computed, not measured: a structure of composition C16H15Br2HgN4O5, with ωB97M-V with the def2-TZVPD basis set.

Summary:
* ⟨S²⟩: 0.767
* net charge: -2
* ΔE to the lowest compared entry with this formula, charge and spin: 1.3 kcal/mol
* molecular weight: 703.72 g mol⁻¹
* gap between HOMO and LUMO (spin up / spin down): 3.7 / 7.3 eV
* spin multiplicity: 2
* energy: -177295.5967 eV

CARTESIAN COORDINATES (ANGSTROEM)
Hg: 0.69553 -0.54187 1.56976
N: 1.71073 -2.27152 -0.17880
C: 2.13691 -3.19135 0.86239
C: 2.91616 -2.50470 1.99730
O: 3.89202 -3.08572 2.49254
N: 2.45644 -1.31003 2.36112
C: 3.18351 -0.52897 3.33722
C: 2.80272 0.97104 3.37178
O: 3.51005 1.67929 4.10156
O: 1.81469 1.35549 2.67182
H: 2.43111 -2.06173 -0.85459
H: 0.82918 -2.51278 -0.61415
H: 1.23655 -3.62652 1.30628
H: 2.76309 -4.01673 0.51041
H: 3.04863 -0.92348 4.35126
H: 4.25503 -0.58400 3.13366
C: -0.17451 3.08051 0.38233
C: 0.34353 2.16671 -0.68855
C: -0.45714 1.71264 -1.72929
C: 0.04672 0.80364 -2.63943
C: 1.35825 0.40007 -2.45966
Br: 2.09655 -0.87175 -3.70002
N: 2.15212 0.79275 -1.49497
C: 1.63868 1.66821 -0.61848
H: -1.03367 3.65103 0.02811
H: 0.59889 3.76291 0.73369
H: -0.49170 2.47564 1.23264
H: -1.48733 2.03942 -1.80975
H: -0.55813 0.40356 -3.43989
H: 2.28268 1.96008 0.20460
Br: -5.58722 -1.28258 -3.65393
C: -4.63790 -0.36242 -2.25253
C: -5.09521 0.90429 -1.90211
N: -4.48559 1.59449 -0.87683
C: -3.45720 1.02949 -0.29172
C: -2.89963 -0.23308 -0.61968
C: -3.57297 -0.97659 -1.65671
C: -1.71779 -0.75482 0.01088
O: -1.24264 -1.87660 -0.25252
O: -1.13679 0.06776 0.89169
H: -5.93921 1.36574 -2.39429
H: -2.99526 1.59363 0.51280
H: -3.22984 -1.96113 -1.93596



Computed, not measured: a structure of composition C26H48N2O2P2Ti at a distorted geometry, with ωB97M-V with the def2-TZVPD basis set.

Summary:
* net charge: +4
* ΔE to the lowest compared entry with this formula, charge and spin: 0.0 kcal/mol
* molecular weight: 530.50 g mol⁻¹
* gap between HOMO and LUMO (spin up / spin down): 2.9 / 2.9 eV
* spin multiplicity: 1
* energy: -76458.8048 eV

CARTESIAN COORDINATES (ANGSTROEM)
Ti: 0.41265 0.22868 -0.94075
C: 0.44999 -1.81077 -0.77201
O: 0.52387 -2.98885 -0.77302
C: -0.38597 1.72100 0.19181
O: -0.84924 2.63438 0.78362
P: -1.78399 -0.07620 -1.93415
C: -3.23140 -0.83787 -1.07253
H: -4.01496 -0.87602 -1.84846
C: -2.42129 1.56560 -2.52940
H: -2.29055 2.20560 -1.63735
C: -1.56626 -1.22003 -3.38227
H: -1.37226 -2.19028 -2.89112
C: 3.76190 -0.59004 -0.59460
P: 2.40549 0.11150 0.45608
H: 3.45638 -0.41880 2.51574
H: 3.47745 -1.65010 -0.69679
C: 3.05701 1.78858 0.91983
H: 4.13996 1.62284 1.02315
C: -1.55900 2.13698 -3.65678
H: -1.69522 1.58870 -4.59793
H: -0.48773 2.15262 -3.41102
H: -1.86650 3.17753 -3.83720
C: -3.90849 1.57693 -2.91377
H: -4.13752 2.54017 -3.38915
H: -4.56898 1.47763 -2.04738
H: -4.15891 0.78687 -3.63085
C: -2.82933 -1.36645 -4.24291
H: -3.70199 -1.70252 -3.66968
H: -2.63167 -2.13046 -5.00772
H: -3.07717 -0.43776 -4.77262
C: -0.35178 -0.86608 -4.24157
H: -0.11865 -1.74359 -4.86366
H: 0.55666 -0.62913 -3.66126
H: -0.56113 -0.02511 -4.91457
C: -2.93817 -2.26618 -0.61021
H: -2.93295 -2.96883 -1.45371
H: -3.72461 -2.58753 0.08576
H: -1.97140 -2.35855 -0.10167
C: -3.70501 0.04313 0.07237
H: -2.98045 0.04271 0.89180
H: -4.64443 -0.37189 0.46714
H: -3.88340 1.08248 -0.22347
C: 5.13171 -0.51194 0.09648
H: 5.12761 -0.83628 1.13992
H: 5.54745 0.50039 0.05799
H: 5.83433 -1.16396 -0.43729
C: 3.82730 0.02998 -1.98687
H: 4.14604 1.07844 -1.95131
C: 1.35714 -0.72876 2.89963
H: 2.87334 -0.02470 -2.53217
H: 4.57115 -0.52608 -2.57589
C: 2.89331 -2.36123 1.75505
H: 0.63062 -1.52630 2.70058
H: 1.64846 -0.81027 3.95981
H: 0.84339 0.23321 2.77063
C: 2.59051 -0.88311 2.01634
H: 2.80387 -2.90365 2.70673
H: 3.90259 -2.53374 1.36407
H: 2.16644 -2.80012 1.05601
C: 2.50420 2.29256 2.25537
H: 1.41714 2.44434 2.20206
H: 2.96927 3.26339 2.47307
H: 2.73523 1.62025 3.08694
C: 2.81160 2.81740 -0.18312
H: 3.16922 2.50107 -1.16746
H: 3.34416 3.73998 0.08786
H: 1.74426 3.06148 -0.27127
H: -0.44448 -0.54133 1.11578
H: -1.12255 -0.54026 0.69261
N: 0.18466 -0.07454 7.52435
C: -0.40831 -0.08258 6.51054
C: -1.08672 -0.10236 5.24033
C: -1.43177 -1.31367 4.63461
C: -1.91998 -1.27589 3.32169
N: -2.12814 -0.11620 2.69879
C: -1.90111 1.04007 3.29958
C: -1.39553 1.10851 4.60462
H: -1.27637 -2.26639 5.13104
H: -2.17517 -2.19729 2.80047
H: -2.14428 1.94884 2.74782
H: -1.23159 2.06987 5.06695



Computed, not measured: a cluster of 6 separate species, C27H34ClF5NO16 in total, with ωB97M-V with the def2-TZVPD basis set.

Summary:
* net charge: +1
* molecular weight: 759.00 g mol⁻¹
* gap between HOMO and LUMO: 9.0 eV
* spin multiplicity: 1
* energy: -88905.3508 eV

CARTESIAN COORDINATES (ANGSTROEM)
C: -3.45667 -3.81348 1.82692
C: -2.03152 -3.26953 1.68586
C: -1.96761 -1.73854 1.57426
O: -1.50045 -1.24803 0.31460
C: -0.14654 -1.48284 0.08952
C: 0.14900 -1.52859 -1.38886
N: 1.27763 -0.88800 -1.75224
C: 1.77673 -0.85357 -2.99566
C: 1.10097 -1.50024 -3.99490
C: -0.07519 -2.16736 -3.66835
C: -0.58533 -2.20006 -2.36789
C: -1.85112 -2.97588 -2.10965
C: -3.12540 -2.11627 -1.93977
C: -4.29627 -2.70807 -2.70365
Cl: -5.75311 -1.71269 -2.42032
H: -4.06759 -3.19435 2.48070
H: -3.42327 -4.82886 2.22517
H: -3.92637 -3.89547 0.84418
H: -1.59084 -3.69249 0.77931
H: -1.39533 -3.60162 2.50817
H: -2.96195 -1.30977 1.70249
H: -1.33806 -1.32166 2.36913
H: 0.21600 -2.41545 0.54142
H: 0.45903 -0.67749 0.53117
H: 1.80414 -0.41217 -1.01920
H: 2.69376 -0.30534 -3.15652
H: 1.49424 -1.49465 -5.00087
H: -0.60770 -2.69945 -4.44838
H: -2.00497 -3.59866 -2.99382
H: -1.72579 -3.68225 -1.29026
H: -3.40456 -2.11399 -0.88621
H: -2.96382 -1.06701 -2.18932
H: -4.53585 -3.70406 -2.33922
H: -4.13002 -2.75509 -3.77777
C: 3.10611 3.57477 1.09156
C: 2.22163 3.25501 -0.09405
O: 2.40147 1.82682 -0.20412
C: 2.69612 1.36142 1.02938
O: 2.62845 0.20221 1.31739
O: 3.02698 2.35226 1.85718
F: 2.65618 3.81611 -1.23818
H: 4.14066 3.74130 0.78903
H: 2.75923 4.42127 1.67339
H: 1.16819 3.47874 0.05521
C: 6.62376 3.72621 4.52023
C: 7.02306 4.83067 3.56269
O: 5.79198 5.12738 2.92091
C: 4.78813 4.81107 3.78371
O: 3.66113 5.15821 3.65859
O: 5.25665 4.05296 4.79571
F: 7.91759 4.41413 2.63932
H: 6.67274 2.75263 4.03057
H: 7.20519 3.70680 5.43676
H: 7.40116 5.73557 4.03993
C: -1.24941 5.26158 -3.71312
C: -0.38452 6.48955 -3.91537
O: 0.02095 6.78765 -2.59028
C: 0.01236 5.63667 -1.87817
O: 0.51860 5.49392 -0.81609
O: -0.65042 4.66686 -2.55408
F: -1.07834 7.53053 -4.41844
H: -2.27836 5.54361 -3.48803
H: -1.23108 4.57083 -4.55079
H: 0.50255 6.32629 -4.52988
C: 0.05800 2.00563 3.33416
C: -1.17054 1.37934 3.95806
O: -1.92853 2.50937 4.32846
C: -1.60283 3.53364 3.48363
O: -2.22012 4.52887 3.35375
O: -0.46663 3.22212 2.80249
F: -0.87643 0.64510 5.05599
H: 0.81338 2.22764 4.08931
H: 0.49969 1.40400 2.54442
H: -1.76289 0.76464 3.27699
C: -1.79337 -7.45770 -0.78743
C: -2.31690 -8.54888 -1.70038
O: -3.18544 -7.82441 -2.56115
C: -2.74164 -6.55141 -2.63067
O: -3.07919 -5.74743 -3.43516
O: -1.83783 -6.30915 -1.64707
F: -3.02338 -9.48055 -1.03223
H: -2.46318 -7.30500 0.05973
H: -0.78247 -7.63112 -0.43079
H: -1.55460 -9.04475 -2.30312



- What is the energy in the first record?
  -1709652.0299 eV



- What is the spin multiplicity in the second record?
  1



- What is the molecular weight in the second record?
  551.29 g mol⁻¹